No. 1
The following is a DFT calculation (the ωB97M-V functional and the def2-TZVPD basis) of a structure of composition C31H33N6OS3Sn.

Structure (XYZ):
```
75
C31H33N6OS3Sn the ωB97M-V functional and the def2-TZVPD basis
Sn -0.346 -0.160 0.462
C -2.794 -1.156 -1.966
C -3.513 -1.718 -0.747
S -2.374 -1.977 0.635
C -3.210 -1.233 2.058
C -3.611 0.234 1.937
S -2.226 1.359 1.584
C -2.797 2.305 0.149
C -3.197 1.519 -1.096
S -1.905 0.403 -1.718
H -3.506 -0.995 -2.777
H -2.034 -1.844 -2.343
H -3.925 -2.693 -1.009
H -4.347 -1.095 -0.431
H -2.526 -1.405 2.894
H -4.101 -1.833 2.253
H -4.026 0.555 2.893
H -4.382 0.388 1.185
H -1.983 3.000 -0.059
H -3.646 2.906 0.481
H -3.412 2.228 -1.896
H -4.101 0.938 -0.933
C 2.135 2.423 3.179
C 1.404 1.808 2.041
N 0.784 0.692 2.111
N 0.673 0.002 3.280
C 0.313 -1.239 3.042
O 0.114 -1.664 1.812
C 0.070 -2.163 4.144
C 0.224 -1.732 5.466
C -0.016 -2.612 6.504
C -0.406 -3.919 6.232
C -0.558 -4.352 4.919
C -0.320 -3.478 3.875
C 1.313 2.475 0.718
C 1.870 3.725 0.510
C 1.756 4.328 -0.735
C 1.091 3.653 -1.744
C 0.555 2.409 -1.469
N 0.647 1.825 -0.264
H 2.187 1.726 4.009
H 1.619 3.328 3.511
H 3.144 2.706 2.877
H 0.539 -0.718 5.670
H 0.106 -2.286 7.527
H -0.586 -4.606 7.048
H -0.850 -5.373 4.717
H -0.415 -3.816 2.851
H 2.387 4.222 1.318
H 2.183 5.307 -0.909
H 0.980 4.069 -2.736
H 0.057 1.856 -2.252
C 1.425 -3.505 -1.686
C 0.667 -2.675 -0.897
N 0.826 -1.330 -0.936
C 1.755 -0.800 -1.748
C 2.558 -1.573 -2.572
C 2.387 -2.952 -2.522
C 3.623 -0.985 -3.407
C 3.572 0.069 -4.222
C 2.431 0.929 -4.588
C 2.674 2.109 -5.281
C 1.579 2.890 -5.619
N 0.334 2.518 -5.330
C 0.207 1.350 -4.716
N 1.177 0.548 -4.296
H 1.279 -4.574 -1.629
H -0.049 -3.068 -0.191
H 1.884 0.269 -1.722
H 3.009 -3.595 -3.132
H 4.566 -1.518 -3.352
H 4.493 0.322 -4.734
H 3.677 2.405 -5.554
H 1.700 3.833 -6.140
H -0.810 1.016 -4.534
```

Properties
**Total charge**: +3
**Relative energy (zero: lowest compared OMol25 entry of this formula, charge and spin)**: 0.0 kcal/mol
**E_HOMO**: -0.5866 Ha
**E_LUMO**: -9.5 eV
**Gap between HOMO and LUMO**: 6.5 eV

***

No. 2
The following is a DFT calculation (the ωB97M-V functional and the def2-TZVPD basis) of a structure of composition C31H33NO4OsP2.

Structure (XYZ):
```
72
C31H33NO4OsP2 the ωB97M-V functional and the def2-TZVPD basis
Os -0.628 -1.151 -0.773
N -2.309 -2.140 -1.751
C -3.587 -1.404 -2.009
C -3.322 -0.121 -2.778
C -2.495 0.872 -1.985
O -2.907 1.947 -1.641
O -1.232 0.511 -1.722
H -1.920 -2.388 -2.666
H -2.519 -3.024 -1.293
H -4.044 -1.188 -1.043
H -4.261 -2.048 -2.576
H -4.268 0.352 -3.031
H -2.796 -0.348 -3.711
C 1.114 1.983 0.080
C -0.299 1.796 0.668
P -0.837 0.100 1.124
C -0.169 -0.212 2.777
C -0.759 -1.181 3.586
C -0.274 -1.419 4.864
C 0.792 -0.679 5.351
C 1.369 0.307 4.563
C 0.893 0.539 3.284
C -2.628 0.139 1.287
C -3.347 1.333 1.369
C -4.722 1.299 1.534
C -5.388 0.085 1.623
C -4.683 -1.109 1.540
C -3.309 -1.083 1.361
P 1.868 0.839 -1.095
C 3.607 1.189 -1.122
C 4.136 2.429 -0.759
C 5.500 2.645 -0.861
C 6.332 1.637 -1.327
C 5.809 0.404 -1.696
C 4.448 0.177 -1.594
C 1.580 -0.815 -0.517
C 1.153 -2.000 -1.260
C 0.711 -3.085 -0.431
C 0.878 -3.042 0.935
C 1.769 -2.101 1.542
C 2.132 -1.024 0.822
H 1.861 2.030 0.875
H 1.166 2.955 -0.420
H -1.038 2.135 -0.059
H -0.379 2.426 1.557
H -1.608 -1.751 3.235
H -0.742 -2.170 5.484
H 1.162 -0.858 6.351
H 2.185 0.903 4.949
H 1.348 1.321 2.701
H -2.851 2.291 1.297
H -5.274 2.226 1.594
H -6.461 0.068 1.757
H -5.202 -2.055 1.613
H -2.758 -2.015 1.290
H 3.501 3.231 -0.406
H 5.914 3.603 -0.578
H 7.396 1.813 -1.404
H 6.461 -0.377 -2.060
H 4.044 -0.789 -1.874
H 1.311 -2.134 -2.324
H 0.296 -3.969 -0.899
H 0.455 -3.838 1.537
H 2.101 -2.243 2.560
H 2.808 -0.287 1.240
C 0.161 1.616 -4.548
C 0.675 0.588 -3.606
O 1.337 1.215 -2.538
O 0.616 -0.595 -3.686
H 0.988 2.229 -4.907
H -0.528 2.273 -4.015
H -0.334 1.133 -5.384
```

Properties
**Total charge**: +2
**Relative energy (zero: lowest compared OMol25 entry of this formula, charge and spin)**: 0.0 kcal/mol
**E_HOMO**: -0.5216 Ha
**E_LUMO**: -6.7 eV
**Gap between HOMO and LUMO**: 7.5 eV

***

No. 3
The following is a DFT calculation (the ωB97M-V functional and the def2-TZVPD basis) of a structure of composition C31H34BrCl2F3HfN5O5S at a distorted geometry.

Structure (XYZ):
```
83
C31H34BrCl2F3HfN5O5S the ωB97M-V functional and the def2-TZVPD basis
Hf 0.325 0.522 0.932
C 4.616 -0.902 -4.914
C 3.537 -0.785 -3.878
C 2.195 -0.872 -4.198
C 1.171 -0.740 -3.241
C -0.168 -0.937 -3.685
N -1.223 -0.993 -2.941
C -2.582 -1.170 -3.451
C -3.475 0.039 -3.112
C -4.364 -0.198 -1.884
N -3.589 -0.721 -0.766
C -3.808 -1.862 -0.188
C -3.053 -2.426 0.873
C -3.640 -3.508 1.561
C -3.071 -4.086 2.677
C -3.733 -5.195 3.442
C -1.861 -3.548 3.105
C -1.222 -2.494 2.446
C -0.075 -1.912 3.072
N 0.566 -0.843 2.735
C 1.532 -0.394 3.769
C 2.508 0.638 3.243
C 3.346 0.102 2.102
N 2.567 0.001 0.845
C 3.294 -0.251 -0.187
C 2.869 -0.432 -1.549
C 3.846 -0.593 -2.535
C 1.501 -0.453 -1.888
O 0.578 -0.222 -0.985
C -1.783 -1.920 1.283
O -1.140 -1.020 0.599
H 4.211 -1.184 -5.883
H 5.362 -1.641 -4.624
H 5.134 0.052 -5.031
H 1.912 -1.072 -5.226
H -0.320 -1.094 -4.750
H -1.087 -0.871 -1.938
H -2.993 -2.084 -3.019
H -2.525 -1.317 -4.528
H -4.128 0.255 -3.957
H -2.845 0.915 -2.954
H -5.150 -0.913 -2.129
H -4.837 0.739 -1.589
H -2.861 -0.129 -0.373
H -4.673 -2.419 -0.539
H -4.594 -3.884 1.206
H -4.601 -5.586 2.917
H -4.064 -4.832 4.417
H -3.038 -6.015 3.623
H -1.399 -3.959 3.997
H 0.233 -2.413 3.991
H 2.085 -1.255 4.152
H 0.969 0.034 4.602
H 3.161 0.942 4.059
H 1.962 1.527 2.924
H 3.723 -0.892 2.357
H 4.210 0.749 1.943
H 4.371 -0.353 -0.040
H 4.890 -0.562 -2.239
Cl -0.208 5.086 -0.657
C -0.961 3.974 -1.785
Cl -0.611 2.230 -1.443
H -0.574 4.170 -2.778
H -2.036 4.102 -1.743
F -2.901 0.080 3.086
C -2.659 1.349 3.456
F -1.859 1.338 4.512
F -3.779 1.949 3.731
S -1.736 2.142 2.030
O -1.998 3.522 1.941
O -2.025 1.319 0.851
O -0.329 1.741 2.360
Br 1.422 4.187 2.984
C 2.260 3.744 1.344
C 3.317 4.581 1.005
C 3.944 4.425 -0.212
C 3.455 3.450 -1.071
C 2.413 2.663 -0.648
N 1.812 2.743 0.560
H 3.618 5.354 1.697
H 4.775 5.058 -0.491
H 3.876 3.307 -2.057
H 2.012 1.924 -1.323
```

Properties
**Total charge**: +3
**Relative energy (zero: lowest compared OMol25 entry of this formula, charge and spin)**: 35.3 kcal/mol
**E_HOMO**: -0.5950 Ha
**E_LUMO**: -8.7 eV
**Gap between HOMO and LUMO**: 7.5 eV

***

No. 4
The following is a DFT calculation (the ωB97M-V functional and the def2-TZVPD basis) of a structure of composition C31H34BrCl2F3HfN5O5S.

Structure (XYZ):
```
83
C31H34BrCl2F3HfN5O5S the ωB97M-V functional and the def2-TZVPD basis
Hf 0.931 -0.588 0.002
C 3.514 4.565 -4.424
C 2.678 3.649 -3.577
C 1.528 4.080 -2.938
C 0.739 3.234 -2.137
C -0.436 3.799 -1.560
N -1.312 3.158 -0.857
C -2.490 3.777 -0.241
C -2.524 3.548 1.273
C -3.349 2.345 1.720
N -2.946 1.105 1.046
C -3.760 0.315 0.419
C -3.430 -0.927 -0.198
C -4.490 -1.691 -0.724
C -4.301 -2.938 -1.292
C -5.438 -3.754 -1.835
C -2.994 -3.420 -1.314
C -1.906 -2.685 -0.832
C -0.600 -3.301 -0.820
N 0.516 -2.765 -0.471
C 1.667 -3.695 -0.410
C 2.905 -3.117 -1.082
C 2.577 -2.279 -2.304
N 2.124 -0.917 -1.916
C 2.614 0.035 -2.633
C 2.269 1.435 -2.605
C 3.008 2.308 -3.412
C 1.129 1.890 -1.929
O 0.419 1.080 -1.160
C -2.109 -1.418 -0.276
O -1.092 -0.707 0.175
H 3.009 5.513 -4.597
H 3.729 4.113 -5.392
H 4.468 4.774 -3.938
H 1.211 5.109 -3.065
H -0.624 4.857 -1.720
H -1.122 2.165 -0.722
H -3.383 3.376 -0.725
H -2.451 4.840 -0.467
H -2.964 4.424 1.751
H -1.503 3.477 1.656
H -4.408 2.501 1.512
H -3.237 2.197 2.795
H -1.979 0.792 1.136
H -4.799 0.633 0.381
H -5.495 -1.286 -0.668
H -6.372 -3.198 -1.812
H -5.573 -4.663 -1.248
H -5.245 -4.051 -2.865
H -2.808 -4.408 -1.722
H -0.590 -4.353 -1.106
H 1.385 -4.630 -0.897
H 1.862 -3.910 0.641
H 3.554 -3.943 -1.371
H 3.491 -2.508 -0.397
H 1.786 -2.740 -2.901
H 3.457 -2.190 -2.941
H 3.348 -0.234 -3.394
H 3.873 1.915 -3.935
Cl 0.957 -3.135 4.657
C -0.239 -4.246 4.001
Cl -1.027 -3.588 2.533
H -1.015 -4.415 4.738
H 0.257 -5.167 3.720
F 4.347 -2.911 2.018
C 4.661 -1.634 1.858
F 5.237 -1.457 0.676
F 5.450 -1.225 2.815
S 3.078 -0.626 1.922
O 3.011 0.181 0.665
O 3.083 0.078 3.151
O 1.942 -1.592 1.720
Br 1.703 3.085 1.121
C 0.808 1.994 2.362
C 0.637 2.505 3.637
C -0.010 1.730 4.583
C -0.462 0.470 4.215
C -0.238 0.037 2.928
N 0.382 0.781 1.982
H 1.024 3.485 3.876
H -0.145 2.099 5.590
H -0.953 -0.185 4.920
H -0.548 -0.957 2.633
```

Properties
**Total charge**: +3
**Relative energy (zero: lowest compared OMol25 entry of this formula, charge and spin)**: 0.0 kcal/mol
**E_HOMO**: -0.6066 Ha
**E_LUMO**: -8.8 eV
**Gap between HOMO and LUMO**: 7.7 eV